Record 1
{
  "formula": "C2H9N3",
  "method": "wB97M-V/def2-TZVPD",
  "elements": ["H", "H", "C", "N", "H", "N", "H", "H", "H", "H", "N", "H", "H", "C"],
  "positions_angstrom": [[1.357, -1.878, -2.999], [-0.140, 2.202, 0.523], [1.797, -1.265, -2.217], [-0.280, 1.832, 1.454], [-0.712, 2.535, 2.038], [-0.662, -0.331, 0.660], [-1.416, -0.970, 0.441], [1.147, -0.421, -2.002], [1.923, -1.851, -1.311], [-2.533, -0.248, 2.283], [-2.093, 0.664, 2.275], [2.785, -0.950, -2.535], [-0.076, -0.020, -0.095], [-1.097, 0.701, 1.486]],
  "atomic_forces_ev_per_a": [[-0.1, 0.0, 0.0], [0.1, -0.1, 0.0], [0.1, -0.2, 0.1], [-0.2, 0.1, 0.0], [0.1, 0.1, 0.1], [-0.4, 0.3, 0.4], [0.4, 0.1, -0.3], [0.1, 0.1, -0.1], [-0.1, -0.1, 0.1], [0.0, -0.1, 0.0], [0.0, 0.1, 0.2], [0.0, 0.3, -0.1], [0.0, -0.4, -0.2], [0.0, -0.1, -0.1]],
  "molar_mass_g_mol": 75.1,
  "de_lowest_kcal_mol": 0.0,
  "energy_ha": -245.8717,
  "gap_ev": 9.9,
  "smiles": "N=C(N)N.C",
  "spin_multiplicity": 1
}

Record 2
{
  "formula": "C2H9N3O",
  "method": "wB97M-V/def2-TZVPD",
  "elements": ["H", "H", "H", "N", "H", "N", "H", "H", "C", "O", "H", "C", "H", "N", "H"],
  "positions_angstrom": [[-2.973, 0.178, -0.201], [0.863, 2.400, -0.176], [-0.953, -0.207, -1.501], [0.688, 0.443, -0.437], [0.571, 1.591, 1.193], [1.102, 1.545, 0.326], [2.565, -0.465, -0.699], [1.189, -1.540, -0.957], [1.562, -0.717, -0.338], [-2.635, -0.496, 0.411], [1.651, -1.066, 0.697], [-1.114, -0.463, 0.472], [-0.832, -1.516, 0.417], [-0.767, 0.343, -0.661], [-0.919, -0.029, 1.454]],
  "atomic_forces_ev_per_a": [[0.7, -0.1, 0.3], [0.2, -0.3, 0.0], [0.4, 0.2, 0.0], [0.4, 1.2, -2.2], [0.0, -0.1, 0.2], [-0.6, -0.1, -0.3], [-0.3, 0.1, 0.1], [-0.1, 0.2, 0.1], [-0.4, 0.1, 0.3], [1.1, -0.7, 0.4], [0.1, -0.2, 0.0], [-5.1, 0.0, -0.5], [0.2, 0.1, 0.1], [2.8, -0.7, 1.8], [0.6, 0.2, -0.4]],
  "molar_mass_g_mol": 91.1,
  "de_lowest_kcal_mol": 85.9,
  "energy_ha": -320.9948,
  "gap_ev": 9.5,
  "smiles": "CN(N)NCO",
  "spin_multiplicity": 1
}

Record 3
{
  "formula": "C2H9N3O2",
  "method": "wB97M-V/def2-TZVPD",
  "elements": ["C", "O", "O", "N", "C", "H", "H", "H", "H", "H", "H", "H", "N", "H", "N", "H"],
  "positions_angstrom": [[-0.684, -0.309, 2.587], [0.221, 1.425, -1.671], [1.728, 0.223, -0.525], [1.248, -0.208, -2.719], [1.139, 0.461, -1.564], [0.374, 0.334, 0.989], [0.141, 1.790, -0.762], [-1.712, 0.064, -0.462], [-0.314, 0.398, 3.335], [0.668, 0.059, -3.499], [-0.053, -1.204, 2.623], [1.861, -1.007, -2.782], [-1.413, -0.485, 0.350], [-1.707, -0.584, 2.866], [-0.623, 0.313, 1.263], [-0.874, -1.270, -0.028]],
  "atomic_forces_ev_per_a": [[0.1, 0.2, 0.1], [-0.3, 0.8, 0.8], [0.1, 0.0, -0.4], [0.2, -0.4, -0.6], [0.1, -0.4, 0.6], [-0.8, -0.1, -0.1], [-0.1, 0.0, -0.6], [0.3, 0.0, 0.6], [0.0, 0.0, -0.1], [0.2, -0.1, 0.2], [-0.1, -0.2, 0.2], [-0.1, 0.3, 0.0], [0.4, 0.0, -0.3], [0.2, 0.1, -0.3], [-0.2, -0.2, -0.2], [0.0, 0.2, 0.2]],
  "molar_mass_g_mol": 107.1,
  "de_lowest_kcal_mol": 21.7,
  "energy_ha": -396.3452,
  "gap_ev": 9.6,
  "smiles": "NC(=O)O.CNN",
  "spin_multiplicity": 1
}

Record 4
{
  "formula": "C2H9N3O5PS2",
  "method": "wB97M-V/def2-TZVPD",
  "elements": ["P", "H", "H", "O", "O", "N", "H", "H", "O", "S", "S", "H", "N", "H", "H", "C", "H", "N", "C", "H", "O", "O"],
  "positions_angstrom": [[-2.447, 0.511, -0.826], [1.300, -0.202, -1.594], [-0.418, 1.158, -1.367], [-1.259, 1.623, -1.314], [-2.537, -2.384, -0.942], [-1.074, -1.739, 1.031], [2.550, -0.981, 1.101], [2.960, -0.190, -1.036], [-0.329, -1.525, -1.520], [0.200, -0.763, 1.499], [-1.476, -1.410, -0.549], [-2.274, 1.787, 0.995], [-2.959, 1.075, 0.747], [1.973, 2.005, -1.147], [1.610, -1.994, 0.005], [1.673, -0.997, 0.449], [2.276, 1.666, 0.463], [1.777, 1.403, -0.369], [1.914, -0.010, -0.709], [-3.847, 1.547, 0.640], [-0.247, 0.653, 1.589], [0.633, -1.235, 2.852]],
  "atomic_forces_ev_per_a": [[-1.3, 1.7, -0.6], [0.0, -0.2, 0.5], [0.6, 0.1, 0.3], [-1.1, -1.3, 0.6], [1.1, 2.1, 1.1], [1.6, 1.4, -1.9], [-0.4, 0.1, 0.4], [-0.2, -0.4, 0.1], [-1.6, 1.0, 1.6], [-1.6, 0.4, 4.1], [0.6, -4.0, -0.5], [0.2, -0.3, 0.7], [1.1, 0.0, -1.3], [0.3, 0.1, -0.1], [-0.2, 0.1, 0.2], [0.0, 0.4, -1.0], [0.1, 0.2, 0.1], [-0.7, -0.4, 0.1], [1.1, 0.4, -0.5], [-0.2, -0.2, -0.2], [1.0, -1.6, -1.2], [-0.3, 0.1, -2.6]],
  "total_charge": -1,
  "molar_mass_g_mol": 250.2,
  "energy_ha": -1759.8457,
  "gap_ev": 8.3,
  "spin_multiplicity": 1
}

Record 5
{
  "formula": "C2H9N4OP",
  "method": "wB97M-V/def2-TZVPD",
  "elements": ["H", "N", "N", "H", "H", "P", "C", "N", "N", "H", "O", "H", "H", "H", "H", "H", "C"],
  "positions_angstrom": [[1.096, 2.731, -1.112], [-0.657, 0.601, -0.092], [-1.387, -0.273, 0.676], [-3.209, -1.464, 0.164], [-0.737, 1.803, 0.346], [1.028, 0.570, -0.410], [-2.080, -1.363, -0.124], [2.171, 0.796, 0.816], [1.049, 1.802, -1.442], [-1.121, -2.067, 1.906], [1.313, -0.730, -1.065], [1.800, 0.913, 1.698], [-0.071, -2.015, 0.349], [0.434, 1.578, -2.230], [-1.658, -1.586, -1.118], [3.051, 0.342, 0.762], [-1.024, -1.637, 0.876]],
  "atomic_forces_ev_per_a": [[0.0, 1.0, -0.1], [1.8, 5.5, 1.8], [-1.8, -0.8, -0.3], [2.3, 0.1, -1.0], [-0.3, -4.5, -1.4], [0.4, -3.6, -0.2], [-1.5, 0.4, 1.5], [-1.6, 1.2, -2.0], [0.3, 0.2, -1.2], [-0.3, 0.6, -1.0], [0.0, 0.2, -0.1], [-0.5, 0.3, 2.2], [-1.4, 0.7, 1.0], [0.4, 0.7, 0.4], [-0.9, 0.5, 0.3], [0.4, -0.6, -0.2], [2.7, -1.9, 0.3]],
  "molar_mass_g_mol": 136.1,
  "de_lowest_kcal_mol": 17.7,
  "energy_ha": -717.1690,
  "gap_ev": 9.6,
  "spin_multiplicity": 1
}

Record 6
{
  "formula": "C2H9N4P3",
  "method": "wB97M-V/def2-TZVPD",
  "elements": ["N", "P", "H", "N", "N", "H", "H", "C", "H", "H", "H", "N", "H", "P", "H", "C", "H", "P"],
  "positions_angstrom": [[1.167, -1.386, 0.019], [-2.326, 1.601, 0.814], [2.759, -0.185, 0.320], [-1.328, -1.609, -0.179], [-2.963, 0.539, -0.279], [-0.994, -2.528, -0.418], [1.099, 0.999, -0.557], [0.001, 1.285, -0.646], [2.976, -2.185, -0.196], [0.019, 1.630, 1.183], [2.604, -1.494, 1.481], [-0.586, 1.116, 0.614], [-0.337, 0.557, -1.484], [-0.056, -1.148, 0.975], [0.080, 2.350, -1.049], [2.549, -1.269, 0.453], [-2.071, 2.537, -0.207], [-2.592, -0.811, -0.844]],
  "atomic_forces_ev_per_a": [[-1.6, 0.2, 0.3], [1.4, 0.1, -0.7], [1.2, -1.0, -0.5], [1.2, 1.0, 1.9], [-0.3, 0.9, 1.0], [-0.6, -0.3, -1.0], [-1.2, 0.2, -0.1], [2.7, -0.1, -3.9], [0.5, 2.8, 1.5], [0.7, 0.7, 2.0], [0.7, -0.3, 1.4], [-1.8, -0.6, 0.4], [0.1, 1.4, 1.5], [0.4, -0.2, -0.2], [-0.8, -1.2, 0.5], [-1.1, -1.7, -2.2], [-0.5, 0.9, 0.2], [-1.1, -2.7, -2.1]],
  "molar_mass_g_mol": 182.0,
  "de_lowest_kcal_mol": 26.0,
  "energy_ha": -1324.6289,
  "gap_ev": 8.8,
  "spin_multiplicity": 1
}